82
Properties=species:S:1:pos:R:3:forces:R:3:lowdin_spin:R:1 method="wB97M-V/def2-TZVPD" relative_energy_kcal_mol=43.0 multiplicity=2 total_charge=+1 lumo_energy_ev="-4.73 / -4.86" gap_ha="0.20958 / 0.20486" s2=0.81 homo_energy_ev="-10.434 / -10.436"
Re -0.481 -0.060 1.099 -1.04 1.19 -1.02 0.708
O 1.948 -4.511 1.527 0.29 -0.10 0.30 0.000
C 1.494 -4.678 0.283 -0.24 0.03 -0.40 -0.001
C 2.155 -5.605 -0.526 -0.04 0.03 0.19 0.000
C 1.725 -5.856 -1.808 -0.07 0.14 0.13 -0.001
C 0.637 -5.164 -2.333 -0.17 0.06 -0.12 0.000
C 0.007 -4.202 -1.575 0.10 -0.12 0.11 -0.001
C 0.420 -3.944 -0.264 0.12 -0.03 -0.02 -0.001
C -0.167 -2.831 0.471 0.59 -1.03 1.91 -0.001
O -0.791 -1.895 -0.123 -0.41 2.66 0.39 0.030
N 0.004 -2.806 1.794 0.81 -1.78 -1.27 0.026
N -0.451 -1.692 2.362 -0.85 1.63 0.87 0.022
C -0.820 -1.730 3.616 0.32 -0.21 -0.60 -0.002
C -1.620 -0.749 4.247 -0.77 1.01 -0.44 0.022
C -1.843 -0.804 5.635 -0.03 0.07 -0.04 -0.007
C -2.791 -0.017 6.237 0.00 0.04 0.00 0.020
C -3.599 0.822 5.452 0.13 -0.21 0.13 -0.004
C -3.429 0.896 4.096 0.41 -0.07 -0.58 0.014
C -2.409 0.156 3.440 -0.11 -0.73 2.76 0.002
O -2.254 0.261 2.178 1.57 0.01 -2.64 0.114
H 1.350 -3.904 2.011 -0.04 -0.04 -0.14 0.000
H 2.997 -6.124 -0.101 0.13 -0.12 0.06 0.000
H 2.235 -6.595 -2.407 0.06 -0.08 -0.06 0.000
H 0.301 -5.367 -3.336 -0.07 -0.02 -0.16 0.000
H -0.809 -3.621 -1.977 -0.08 0.04 -0.08 0.000
H -0.595 -2.638 4.171 0.10 -0.07 -0.20 0.001
H -1.250 -1.489 6.222 0.05 -0.10 0.10 -0.001
H -2.939 -0.058 7.305 0.00 -0.04 0.05 0.001
H -4.379 1.401 5.923 -0.03 0.08 0.03 -0.001
H -4.049 1.531 3.480 -0.05 0.05 -0.01 0.001
O 0.535 1.773 -3.539 0.05 0.37 0.05 0.001
C 0.865 0.539 -3.952 0.20 -0.63 -0.03 0.001
C 1.083 0.325 -5.312 -0.10 0.20 0.22 0.000
C 1.417 -0.930 -5.774 -0.05 -0.02 0.12 0.001
C 1.570 -1.991 -4.888 0.01 -0.15 0.09 0.000
C 1.413 -1.782 -3.531 -0.02 0.09 -0.07 0.000
C 1.046 -0.527 -3.049 -0.16 0.35 -0.20 0.001
C 0.851 -0.266 -1.619 0.96 -0.23 0.49 -0.001
O -0.022 0.574 -1.238 -1.11 -0.24 1.73 0.005
N 1.720 -0.788 -0.750 0.91 -0.96 -1.27 -0.002
N 1.468 -0.411 0.482 -0.34 0.75 1.16 -0.003
C 2.418 -0.253 1.370 -0.32 -0.30 -0.65 0.028
C 2.048 0.491 2.528 -0.04 0.24 0.58 0.000
C 2.965 0.908 3.501 -0.25 -0.15 -0.31 0.009
C 2.577 1.820 4.456 -0.31 0.01 -0.09 0.002
C 1.265 2.292 4.435 0.09 -0.22 -0.12 0.009
C 0.389 1.799 3.490 -0.43 0.41 0.41 0.006
N 0.752 0.918 2.561 -0.07 -0.78 -1.00 0.002
H 0.302 1.725 -2.592 0.00 0.09 -0.25 0.000
H 0.978 1.162 -5.982 -0.04 0.11 -0.11 0.000
H 1.552 -1.083 -6.834 0.04 -0.03 -0.07 0.000
H 1.806 -2.977 -5.259 0.07 -0.06 0.00 0.000
H 1.532 -2.591 -2.829 0.11 -0.07 0.06 0.000
H 3.444 -0.508 1.148 0.02 -0.05 -0.14 0.001
H 3.969 0.518 3.468 0.17 -0.02 -0.04 0.000
H 3.274 2.180 5.195 0.09 -0.01 0.07 0.000
H 0.924 3.027 5.145 -0.08 0.07 0.05 0.000
H -0.636 2.134 3.444 -0.08 0.03 0.01 0.000
O -1.155 2.326 0.934 0.63 -1.85 1.39 0.000
S -1.631 3.191 -0.191 0.13 -0.03 -1.64 -0.002
C -0.097 3.724 -0.999 -0.41 0.12 0.17 0.000
C -0.131 4.636 -2.042 -0.09 0.00 0.03 0.000
C 1.059 5.167 -2.511 -0.02 0.00 -0.05 0.000
C 2.263 4.820 -1.919 -0.01 0.00 -0.04 0.000
C 2.285 3.924 -0.863 -0.05 0.05 -0.04 0.000
C 1.102 3.378 -0.399 -0.06 -0.25 0.17 0.000
C -2.358 1.999 -1.369 -0.10 0.43 0.13 0.000
C -2.233 2.086 -2.743 -0.10 0.13 0.08 0.000
C -2.797 1.095 -3.531 0.06 0.03 0.02 0.001
C -3.486 0.043 -2.951 0.06 -0.07 -0.06 0.000
C -3.645 -0.011 -1.577 0.05 0.06 0.02 0.000
C -3.091 0.977 -0.781 -0.06 0.18 0.19 0.000
H -1.072 4.943 -2.473 -0.08 0.08 -0.06 0.000
H 1.040 5.864 -3.333 0.01 0.10 -0.09 0.000
H 3.184 5.261 -2.267 0.06 0.03 -0.08 0.000
H 3.219 3.672 -0.385 0.10 -0.07 0.03 0.000
H 1.100 2.690 0.435 -0.01 0.00 0.04 0.000
H -1.673 2.879 -3.207 0.06 0.09 -0.08 0.000
H -2.667 1.136 -4.602 -0.01 0.01 -0.09 0.000
H -3.891 -0.741 -3.572 -0.08 -0.04 -0.07 0.000
H -4.195 -0.819 -1.120 -0.05 -0.06 0.04 0.000
H -3.229 0.957 0.290 -0.01 -0.04 0.05 0.000